1.
Entry from the Open Molecules 2025 dataset: 4 unconnected molecules or ions with the total composition C19H34INO7S3 (ωB97M-V/def2-TZVPD).

Structure (XYZ):
```
65
Properties=species:S:1:pos:R:3:forces:R:3:mulliken_charge:R:1
I -4.59673 -4.70069 4.18041 -0.068 -0.024 -0.342 0.079
S 3.72140 3.70624 -2.15113 -0.039 0.406 -0.398 1.254
S 3.86923 0.12215 1.93363 0.242 0.172 -0.251 1.278
S -5.36797 -2.96947 -1.66545 -0.192 0.116 -0.094 1.064
O 3.49009 -1.19817 1.49349 -0.092 -0.018 0.124 -0.731
O -4.79586 -3.66692 -0.54005 0.148 -0.027 0.025 -0.564
O -4.51181 -1.27853 4.24486 -0.167 0.064 0.289 -0.621
O 3.24151 4.31795 -0.93854 -0.029 -0.257 0.122 -0.710
O 3.23313 0.73324 3.07425 -0.087 -0.138 0.043 -0.716
O 3.94138 2.28399 -2.24084 -0.070 -0.049 0.041 -0.627
O -4.83021 -3.13481 -2.99003 0.130 -0.092 0.061 -0.709
N -2.34943 -1.64639 3.49851 0.053 0.413 -0.032 -0.243
C -7.13125 -3.27320 -1.68294 -0.255 0.056 0.095 -0.714
C 5.06864 2.09111 0.68747 0.147 -0.078 0.275 0.130
C -5.47304 -1.21845 -1.26170 -0.148 0.262 0.042 -0.284
C 2.69217 4.20626 -3.53837 -0.074 0.192 -0.249 -0.786
C 5.02422 4.69072 -4.20348 -0.091 -0.051 -0.017 -0.627
C 6.18529 1.10004 1.04710 -0.036 0.039 -0.028 -0.784
C 0.47501 -2.02338 2.29264 -0.040 -0.265 0.021 0.049
C 3.56477 5.11827 -4.41006 0.050 0.005 0.044 -0.590
C 3.80306 1.25524 0.55262 0.069 0.177 -0.078 -0.714
C -3.69307 -1.91859 3.64059 0.259 -0.527 -0.049 0.256
C -2.58314 -3.45444 2.09286 -0.456 0.175 1.327 -0.697
C -7.71264 -2.16365 -0.81207 0.097 0.042 0.029 -0.570
C -3.94313 -3.20173 2.81603 0.395 0.438 -0.765 -0.132
C -2.07174 -2.02086 2.10609 -0.616 0.119 -0.647 0.349
C -6.96851 -0.88175 -1.21088 -0.022 -0.050 -0.015 -0.695
C 0.58570 -3.10715 3.08950 0.214 0.330 -0.306 -0.743
C 5.20687 4.54540 -2.69609 0.158 0.082 -0.189 -0.713
C 5.65261 0.18687 2.15832 0.303 0.074 -0.070 -0.741
C -0.74754 -1.64397 1.47719 1.050 -1.013 -0.235 -0.624
H 5.84213 0.59823 3.14786 -0.100 -0.002 0.024 0.355
H 0.32372 -4.10974 2.76182 -1.390 0.209 0.595 0.290
H 2.39513 3.30244 -4.06646 0.043 -0.064 0.082 0.372
H 5.20307 3.73157 -4.69378 0.028 -0.004 0.015 0.304
H 3.27001 5.05550 -5.45611 -0.012 -0.001 0.000 0.329
H 6.07656 3.95562 -2.41470 -0.061 -0.049 0.090 0.377
H 2.88775 1.83943 0.60824 -0.044 -0.069 0.049 0.458
H -4.99296 -1.07515 -0.29498 0.029 -0.096 0.002 0.016
H 1.81341 4.71566 -3.15155 -0.013 -0.085 0.093 0.355
H -7.53126 -2.38452 0.24203 -0.017 -0.028 -0.002 0.302
H 3.81514 0.66314 -0.35957 -0.019 -0.027 0.004 0.419
H -4.67042 -3.01415 2.02511 -0.479 -0.142 0.448 0.056
H -0.71079 -0.56033 1.34614 -0.019 -0.025 -0.049 0.386
H -2.04778 -4.06865 2.81753 0.640 -0.113 -0.604 0.484
H 5.28941 2.63414 -0.22780 0.005 -0.103 0.099 -0.346
H 5.72180 5.41576 -4.61926 0.007 -0.002 0.000 0.370
H -2.83822 -1.47896 1.51796 0.340 0.055 -0.369 0.005
H 5.23384 5.51618 -2.20208 -0.028 -0.020 0.049 0.392
H -2.64704 -3.85019 1.08368 -0.190 -0.304 0.145 0.290
H 6.43695 0.50392 0.16753 -0.027 -0.012 -0.001 0.302
H 4.94618 2.82144 1.49052 -0.024 0.016 -0.015 0.286
H -0.70289 -2.09048 0.47456 -0.270 0.126 -0.039 0.310
H -7.30671 -0.55494 -2.19607 0.007 -0.021 -0.011 0.287
H 7.09272 1.61095 1.36735 0.008 -0.011 0.002 0.368
H 3.44145 6.15646 -4.09646 0.006 -0.003 0.019 0.295
H -2.03477 -0.74679 3.83696 -0.101 0.041 -0.056 0.297
H -8.78778 -2.06943 -0.95492 -0.004 -0.004 0.008 0.342
H 6.04875 -0.82335 2.09530 -0.101 -0.047 0.073 0.390
H -7.16157 -0.06930 -0.51233 0.010 0.004 0.002 0.375
H -4.94223 -0.65526 -2.02481 0.091 -0.082 -0.003 0.390
H -7.46647 -3.18847 -2.71620 0.048 -0.009 -0.021 0.351
H 1.00989 -2.99475 4.08375 1.310 -0.380 -0.558 0.252
H 1.33878 -1.36646 2.18348 -0.630 0.713 1.184 0.017
H -7.32479 -4.27486 -1.30671 0.122 -0.036 -0.028 0.398
```
Forces are in eV/Å.

Output
Gap between HOMO and LUMO ... 8.28 eV
DFT total energy ... -2817.9618 Eh
F_max ... 1.5 eV Å⁻¹
SMILES ... C=CC[C@H]1C[C@@H](I)C(=O)N1.O=S1(=O)CCCC1.O=S1(=O)CCCC1.O=S1(=O)CCCC1

2.
Entry from the Open Molecules 2025 dataset: 2 unconnected molecules or ions with the total composition C7H19N2 (ωB97M-V/def2-TZVPD).

Structure (XYZ):
```
28
Properties=species:S:1:pos:R:3:forces:R:3:mulliken_charge:R:1
N 0.17463 -0.12754 1.08291 -0.085 1.798 0.217 0.146
N -0.73223 2.32675 3.42903 -0.580 -0.267 0.178 -0.183
C 1.47728 -0.76617 0.91915 0.769 -0.376 0.176 -0.793
C 0.09826 2.09802 4.60712 0.566 0.006 0.106 -0.201
C 0.09731 1.14581 1.34408 -0.368 -0.818 -0.190 -0.448
C -2.05317 4.20627 2.39879 -0.041 0.166 0.172 -1.251
C -0.73447 3.71648 2.97138 0.307 0.011 -0.167 -0.252
C -1.05120 -0.89579 0.86229 -0.634 -0.224 -0.203 -0.802
C -0.48080 1.12181 5.61607 -0.065 0.145 0.162 -1.296
H -1.67674 1.97887 3.57258 0.071 0.255 0.201 0.250
H -2.54664 3.46194 1.76320 0.083 0.100 0.053 0.305
H -0.87856 1.62583 1.26881 0.594 -0.095 -0.119 0.375
H -0.90107 0.22627 5.14436 0.118 0.105 0.039 0.325
H -1.86002 5.10128 1.80007 -0.152 -0.151 0.031 0.364
H 1.97009 -0.43765 -0.00903 -0.377 -0.098 0.257 0.348
H 0.31317 0.81566 6.30381 -0.184 -0.054 -0.085 0.381
H 1.33716 -1.84938 0.88334 0.144 0.273 0.087 0.288
H -0.79838 -1.95773 0.80854 -0.153 0.278 0.037 0.283
H 2.13063 -0.49860 1.76119 -0.240 -0.180 -0.226 0.339
H 1.07343 1.73267 4.26178 0.020 0.041 0.131 0.222
H 0.29008 3.06679 5.09371 0.007 -0.304 0.040 0.251
H -0.42268 4.36791 3.80154 -0.102 -0.050 -0.263 0.350
H 1.01566 1.70140 1.55395 -0.438 -0.097 -0.238 0.419
H -2.73440 4.49705 3.20581 -0.013 -0.187 -0.195 0.345
H -1.25904 1.60577 6.21728 0.029 -0.171 -0.169 0.326
H 0.04529 3.80447 2.20596 0.083 0.154 -0.047 0.219
H -1.75276 -0.71777 1.69101 0.341 -0.128 -0.238 0.330
H -1.54523 -0.58807 -0.07236 0.301 -0.132 0.254 0.358
```
Forces are in eV/Å.

Output
Gap between HOMO and LUMO ... 8.57 eV
Energy above the lowest of the compared OMol25 structures with the same formula, charge and spin ... 1.328 eV
DFT total energy ... -387.3359 Eh
F_max ... 1.8 eV Å⁻¹
Charge ... +1

3.
Entry from the Open Molecules 2025 dataset: a molecular structure, C16H22BN7PdSe (ωB97M-V/def2-TZVPD).

Structure (XYZ):
```
48
Properties=species:S:1:pos:R:3:forces:R:3:mulliken_charge:R:1
Pd 0.46834 -1.57547 1.11978 -0.233 -0.124 0.149 0.630
Se 1.16248 -3.84978 1.65594 0.042 0.063 -0.236 -0.103
N -0.91065 -0.27936 -1.45716 -0.003 0.062 -0.011 0.830
N -0.99472 0.96400 0.74533 0.024 -0.066 0.022 0.314
N 1.16438 0.81867 -0.48005 -0.010 0.034 -0.069 0.319
N -0.68276 -0.00631 1.63004 -0.047 0.099 -0.113 -0.059
N -0.74637 -1.53713 -0.97524 0.014 0.078 0.106 -0.002
N 1.70907 -0.14734 0.29480 0.261 -0.101 0.096 -0.046
N 2.64310 -2.98250 4.11192 -0.007 -0.010 0.001 -0.542
C -1.80194 1.85576 1.34523 -0.009 -0.010 -0.020 0.970
C -1.27202 -3.84117 -1.62067 -0.005 0.018 -0.001 -1.375
C 3.93162 -0.88456 1.09068 -0.025 0.014 -0.014 -0.840
C -1.28941 -2.36513 -1.85172 -0.005 -0.094 0.001 0.438
C 1.89675 2.74986 -1.87780 0.000 -0.008 0.015 -1.259
C -1.27072 0.25376 2.79243 -0.024 0.061 -0.034 0.306
C 3.02871 0.00868 0.31246 -0.013 -0.009 -0.020 0.263
C -1.89422 0.90784 -3.43025 0.004 -0.008 0.011 -1.252
C -1.56084 -0.31447 -2.64007 0.027 -0.002 0.022 0.846
C -1.82230 -1.63859 -2.92884 0.006 -0.020 0.006 -1.192
C 3.35082 1.11015 -0.48837 0.055 0.015 0.003 -1.323
C -1.09077 -0.62554 3.98401 -0.005 0.028 -0.010 -1.079
C 2.15032 1.59452 -0.96866 -0.039 0.002 -0.032 0.969
C 2.07428 -3.32246 3.16671 0.031 0.025 0.038 0.286
C -2.34147 3.05233 0.63737 0.005 -0.004 0.014 -1.259
C -2.00401 1.43747 2.64920 -0.008 -0.002 0.033 -1.252
B -0.36973 0.92848 -0.67657 -0.039 -0.018 0.040 -0.356
H -2.41747 0.61959 -4.33998 0.001 -0.002 0.002 0.344
H -2.92796 2.76248 -0.23479 0.000 0.002 -0.001 0.236
H -1.76117 -4.36550 -2.43963 0.001 0.002 0.002 0.344
H -2.32740 -2.02466 -3.79864 0.004 -0.002 0.010 0.421
H 3.37411 -1.69559 1.55372 0.014 0.007 -0.010 -0.091
H -0.62484 1.94247 -1.25372 -0.009 -0.009 0.018 -0.088
H -0.99751 1.46041 -3.71342 -0.002 -0.002 0.000 0.208
H 1.38750 2.43240 -2.78803 0.001 0.005 -0.002 0.217
H -0.46857 -1.48899 3.74758 -0.004 -0.009 -0.001 0.075
H -1.53833 3.70562 0.29595 -0.001 0.000 -0.001 0.251
H 4.33393 1.50244 -0.68687 -0.009 0.003 -0.001 0.462
H 2.84444 3.20655 -2.15579 0.000 -0.003 0.001 0.347
H -2.05343 -0.98206 4.34984 0.003 -0.009 -0.001 0.330
H -1.78795 -4.09624 -0.69398 0.000 -0.002 0.001 0.271
H -2.53605 1.58703 -2.86783 0.002 -0.001 -0.001 0.221
H -0.60449 -0.07817 4.79160 -0.007 0.001 0.001 0.302
H 4.43552 -0.32822 1.88145 0.000 0.003 -0.004 0.290
H 4.69449 -1.31318 0.44080 0.005 -0.006 0.008 0.317
H -2.98262 3.61689 1.31114 0.001 -0.003 0.000 0.355
H -0.24718 -4.20805 -1.54444 0.003 -0.004 -0.005 0.238
H 1.27676 3.50653 -1.39669 0.000 0.001 -0.003 0.251
H -2.59971 1.92652 3.40124 0.002 0.004 -0.010 0.470
```
Forces are in eV/Å.

Output
Gap between HOMO and LUMO (alpha / beta) ... 6.98 / 7.29 eV
DFT total energy ... -3560.4350 Eh
F_max ... 0.3 eV Å⁻¹

4.
Entry from the Open Molecules 2025 dataset: a molecular structure, C22H37AgAsF6NO14 (ωB97M-V/def2-TZVPD).

Structure (XYZ):
```
82
Properties=species:S:1:pos:R:3:forces:R:3:mulliken_charge:R:1
Ag -1.63898 0.71936 -15.48599 0.743 -0.214 -0.209 1.156
As -5.16506 0.90022 -13.38150 -0.985 1.331 0.959 1.950
F -6.39663 1.32985 -14.66304 1.550 -0.497 1.259 -0.532
F -6.51451 1.01958 -12.16856 1.781 -0.122 -1.136 -0.491
F -5.58053 -0.81544 -13.53300 0.544 1.216 -0.043 -0.480
F -3.88844 0.56908 -12.12228 -1.611 0.110 -1.618 -0.498
F -3.91673 0.73210 -14.69976 -1.522 0.247 1.434 -0.420
F -4.83447 2.67943 -13.11111 -0.229 -2.169 -0.710 -0.502
O -4.68274 1.90592 -18.63565 2.107 -0.671 -0.750 -0.366
O -0.79428 -0.30124 -11.56509 0.831 -0.901 3.167 -0.450
O -1.82679 5.11142 -15.02481 0.314 -0.446 -0.542 -0.497
O -1.81222 -3.30471 -17.65699 -0.268 -0.098 0.067 -0.410
O -0.67581 1.03150 -13.30854 0.630 0.802 2.504 0.516
O -2.58706 1.70529 -17.58521 -2.139 -0.399 -3.314 -0.333
O 0.90738 -0.25156 -15.06591 -4.077 -4.951 4.517 -0.752
O -2.86219 1.56669 -19.84983 0.384 -0.763 -1.031 -0.375
O -3.36587 -3.48702 -16.21777 -0.275 0.084 0.546 -0.362
O -1.84962 -1.71678 -16.02824 -1.211 -1.358 -0.531 -0.509
O -0.94502 3.02699 -15.30519 0.191 1.547 -0.197 -0.020
O -0.29170 1.72762 -11.12473 0.049 -0.833 0.874 -0.457
O 1.18228 0.85643 -16.80564 -1.129 1.677 -4.925 -0.842
O 0.19566 4.94028 -15.48318 2.964 1.265 0.258 -0.404
N 1.55714 0.45735 -15.73078 7.445 4.576 0.882 0.990
C 3.75161 1.74183 -15.87075 1.145 1.361 -1.300 -0.483
C -1.16200 -2.69745 -11.47819 0.148 0.527 0.613 -1.663
C 0.30284 2.93892 -11.51054 0.401 0.551 -1.243 -0.255
C -0.84076 4.24603 -15.30718 -3.412 -2.708 1.239 0.565
C -3.94171 -3.27066 -13.77693 0.725 -1.134 0.547 -0.653
C -2.32224 -2.70704 -16.56795 0.375 0.157 0.442 0.543
C -1.44920 1.29420 -19.99403 0.570 0.851 -0.312 -0.387
C 1.45567 4.24454 -15.46473 1.578 1.782 -1.942 0.484
C -3.28620 1.66751 -18.63351 -1.320 1.668 4.900 0.583
C 4.81631 2.39510 -15.26444 -0.798 -0.891 0.636 -0.497
C -5.35008 2.34739 -17.41801 -0.542 0.624 0.031 0.637
C 2.78288 1.09745 -15.12346 -2.815 -1.929 -0.871 -0.057
C -1.14385 -1.40423 -12.31607 -1.298 -1.956 -1.695 0.658
C -4.34929 -3.07419 -15.19502 0.516 2.093 -0.561 0.096
C 2.93133 0.95744 -13.74748 0.879 0.752 0.786 -0.349
C 3.99960 1.62962 -13.11786 -1.501 -0.873 -0.379 -0.600
C 2.53567 5.34034 -15.78039 -0.131 -0.626 0.966 -1.261
C -0.55928 0.83945 -12.09500 -0.964 1.238 -3.060 0.290
C 4.89926 2.35534 -13.87466 0.929 0.603 0.096 -0.507
C -0.61964 -2.81572 -18.26581 0.242 -0.259 -0.152 -0.559
C -3.16229 4.70399 -14.75818 -0.743 0.985 -0.127 -0.434
C -6.75330 2.92404 -17.79876 1.064 -0.933 -0.573 -1.455
H -4.47112 -2.00095 -15.34139 -0.235 0.019 -0.155 -0.046
H -0.89618 1.94324 -19.31505 0.001 -0.490 0.320 0.255
H -5.31157 -3.55367 -15.37452 0.397 -0.244 -0.581 0.298
H -4.76433 3.18639 -17.04239 0.172 -0.401 0.505 -0.075
H -3.56362 3.74217 -15.07748 1.020 -0.365 0.192 -0.006
H -6.56124 3.45960 -18.72848 -0.495 0.133 -0.088 0.402
H -7.22960 3.58307 -17.07287 0.566 -0.031 0.227 0.345
H -1.15095 1.61866 -20.99096 -0.481 -0.087 -0.130 0.274
H 3.21418 5.31256 -14.92777 0.674 -0.276 -0.415 0.321
H -1.25017 -3.63685 -12.02396 0.039 0.372 -0.600 0.418
H -0.11112 -3.68164 -18.68972 0.004 -0.204 0.350 0.281
H -4.57315 -2.72119 -13.07874 -0.069 0.006 -0.313 0.304
H -0.52787 -1.53864 -13.20523 0.364 0.322 0.086 0.167
H -2.00721 -2.70495 -10.78996 0.035 0.206 0.165 0.380
H 1.28653 2.70312 -11.91657 -0.118 0.187 -0.706 0.031
H 0.03238 -2.31909 -17.54725 -0.181 0.296 -0.166 0.270
H 2.22975 6.38525 -15.72876 -0.692 -0.172 -0.544 0.352
H 1.81057 3.79804 -14.53587 -1.221 -0.403 0.087 -0.122
H 3.01409 5.07775 -16.72393 0.257 0.403 0.215 0.248
H -1.18399 0.24110 -19.90055 -0.341 0.110 0.427 0.068
H 5.70280 2.92456 -13.43113 0.097 -0.107 0.399 0.342
H -5.47757 1.50936 -16.73277 0.489 0.311 0.090 0.021
H -3.72582 5.43395 -15.33929 -0.361 0.114 0.253 0.366
H 2.14583 0.43054 -13.22617 0.160 -0.091 0.209 0.554
H -2.90900 -2.97554 -13.59113 -0.096 0.077 -0.184 -0.198
H -0.86947 -2.23040 -19.15073 -0.088 0.546 0.364 0.178
H -0.24639 -2.79046 -10.89414 0.061 0.118 0.080 0.415
H -3.31662 4.89551 -13.69629 -0.285 -0.399 -0.092 0.279
H -2.15310 -1.21632 -12.68242 -0.100 -0.019 -0.150 -0.179
H 5.61434 2.88227 -15.80500 -0.207 0.117 -0.336 0.413
H 3.70483 1.86909 -16.94220 -0.493 -0.426 -0.160 0.338
H -0.39482 3.40444 -12.20672 0.517 0.287 -0.358 0.078
H -7.44804 2.09909 -17.95650 -0.012 0.057 -0.285 0.332
H 4.05741 1.57394 -12.04084 0.195 0.102 0.136 0.381
H 1.45769 3.58261 -16.33072 -0.105 -0.627 0.637 0.207
H -4.02346 -4.33372 -13.55039 0.126 -0.134 0.298 0.401
H 0.54138 3.65604 -10.72508 -0.733 -0.624 0.722 0.301
```
Forces are in eV/Å.

Output
Gap between HOMO and LUMO (alpha / beta) ... 4.24 / 8.55 eV
DFT total energy ... -4950.5940 Eh
F_max ... 8.8 eV Å⁻¹
2S+1 ... 2
Charge ... -1
Expectation value of S² ... 0.7640